Formula: C24H43F6InO11P
Source: the OMol25 dataset
Level of theory: wB97M-V/def2-TZVPD

Results
2S+1   1
Charge   -1
Electronic energy   -78879.249 eV

Positions of all 86 atoms, in Å:
1 C 2.151 -0.157 0.600
2 C 2.705 0.442 -0.710
3 C 1.986 -0.038 -1.991
4 C 1.057 1.006 -2.646
5 C -0.442 0.836 -2.299
6 C -1.132 2.153 -1.937
7 C -2.597 1.998 -1.481
8 In -3.806 3.742 -2.078
9 C -5.986 3.419 -1.998
10 C -6.473 2.639 -0.755
11 C -7.533 1.586 -1.097
12 C -8.239 0.987 0.106
13 O -7.356 0.275 0.960
14 C -7.063 -1.037 0.538
15 C -3.087 5.594 -1.075
16 C -2.859 5.427 0.365
17 O -3.290 4.594 1.115
18 O -2.018 6.434 0.936
19 C -0.775 6.126 1.356
20 C -0.207 4.787 0.967
21 O -0.128 6.960 1.942
22 P -3.167 4.102 -4.557
23 O -1.803 4.638 -4.808
24 O -4.280 5.055 -5.300
25 O -3.422 2.742 -5.463
26 H 1.611 -1.088 0.416
27 H 2.934 -0.337 1.337
28 H 1.436 0.533 1.058
29 H 3.777 0.243 -0.778
30 H 2.600 1.529 -0.645
31 H 2.730 -0.384 -2.716
32 H 1.377 -0.911 -1.734
33 H 1.188 0.980 -3.730
34 H 1.362 2.008 -2.329
35 H -0.536 0.158 -1.441
36 H -0.955 0.385 -3.153
37 H -0.544 2.602 -1.122
38 H -1.025 2.841 -2.785
39 H -3.017 1.090 -1.931
40 H -2.628 1.846 -0.398
41 H -6.241 2.845 -2.899
42 H -6.551 4.352 -2.083
43 H -6.936 3.349 -0.058
44 H -5.648 2.156 -0.227
45 H -8.276 2.038 -1.766
46 H -7.050 0.776 -1.659
47 H -8.689 1.772 0.719
48 H -9.055 0.321 -0.222
49 H -7.206 -1.168 -0.540
50 H -7.703 -1.762 1.059
51 H -6.017 -1.254 0.766
52 H -2.141 5.901 -1.536
53 H -3.776 6.427 -1.249
54 H 0.239 4.878 -0.027
55 H -0.937 3.982 0.966
56 H 0.588 4.560 1.678
57 H -4.572 4.643 -6.123
58 H -3.649 2.028 -4.855
59 C 7.788 -3.708 4.368
60 C 6.830 -2.567 4.624
61 O 6.852 -1.619 3.536
62 C 6.136 -1.956 2.473
63 O 5.486 -2.946 2.321
64 C 6.214 -0.835 1.414
65 F 7.468 -0.400 1.258
66 F 5.453 0.193 1.804
67 F 5.770 -1.280 0.246
68 H 8.799 -3.334 4.203
69 H 7.799 -4.384 5.222
70 H 7.487 -4.272 3.488
71 H 7.113 -1.992 5.503
72 H 5.810 -2.926 4.758
73 C 2.367 -6.293 0.604
74 C 3.559 -7.141 0.225
75 O 4.614 -7.016 1.205
76 C 4.508 -7.768 2.284
77 O 3.668 -8.579 2.537
78 C 5.692 -7.465 3.228
79 F 5.886 -6.149 3.330
80 F 6.812 -8.022 2.746
81 F 5.464 -7.959 4.439
82 H 2.668 -5.254 0.741
83 H 1.618 -6.337 -0.186
84 H 1.913 -6.645 1.530
85 H 4.009 -6.799 -0.703
86 H 3.295 -8.193 0.120


Formula: C21H28N2O2
Source: the OMol25 dataset
Level of theory: wB97M-V/def2-TZVPD

Results
2S+1   1
SMILES   COc1cccc(CN(C)CC(=O)Nc2c(C)cccc2C(C)C)c1
Energy relative to the best compared isomer or geometry (same formula, charge and spin)   39.6 kcal per mole

Positions of all 53 atoms, in Å:
1 C 5.937 -1.157 2.354
2 O 5.180 -0.024 2.700
3 C 3.923 0.103 2.190
4 C 3.220 1.242 2.583
5 C 1.938 1.456 2.122
6 C 1.339 0.549 1.265
7 C 2.030 -0.584 0.862
8 C 1.389 -1.553 -0.096
9 N 1.366 -0.998 -1.448
10 C 2.682 -1.014 -2.052
11 C 0.355 -1.640 -2.268
12 C -1.046 -1.121 -1.926
13 O -2.051 -1.764 -2.130
14 N -1.002 0.127 -1.414
15 C -2.111 0.941 -1.082
16 C -2.295 2.114 -1.823
17 C -1.338 2.458 -2.924
18 C -3.370 2.935 -1.526
19 C -4.254 2.593 -0.519
20 C -4.055 1.440 0.213
21 C -2.976 0.601 -0.041
22 C -2.756 -0.627 0.809
23 C -3.850 -1.661 0.539
24 C -2.688 -0.264 2.294
25 C 3.320 -0.805 1.327
26 H 6.886 -1.048 2.877
27 H 6.124 -1.203 1.276
28 H 5.450 -2.082 2.679
29 H 3.702 1.937 3.252
30 H 1.398 2.337 2.437
31 H 0.331 0.715 0.918
32 H 1.919 -2.521 -0.074
33 H 0.355 -1.727 0.211
34 H 3.367 -0.463 -1.409
35 H 3.074 -2.032 -2.196
36 H 2.639 -0.516 -3.020
37 H 0.354 -2.738 -2.188
38 H 0.535 -1.387 -3.318
39 H -0.077 0.545 -1.396
40 H -1.682 3.333 -3.470
41 H -1.245 1.626 -3.621
42 H -0.347 2.673 -2.522
43 H -3.521 3.841 -2.095
44 H -5.099 3.231 -0.303
45 H -4.748 1.188 1.001
46 H -1.798 -1.077 0.534
47 H -3.818 -1.957 -0.506
48 H -4.833 -1.252 0.760
49 H -3.693 -2.543 1.156
50 H -1.938 0.505 2.468
51 H -2.419 -1.142 2.878
52 H -3.645 0.102 2.655
53 H 3.842 -1.696 1.011


Formula: C14H16
Source: the OMol25 dataset
Level of theory: wB97M-V/def2-TZVPD

Results
2S+1   1
SMILES   Cc1ccccc1.Cc1ccccc1
Energy relative to the best compared isomer or geometry (same formula, charge and spin)   12.1 kcal per mole

Positions of all 30 atoms, in Å:
1 C -2.839 1.747 -0.861
2 C -2.405 0.323 -1.018
3 C -1.490 -0.089 -1.972
4 C -1.135 -1.435 -2.061
5 C -1.533 -2.350 -1.111
6 C -2.360 -1.911 -0.071
7 C -2.861 -0.626 -0.097
8 H -2.850 2.364 -1.761
9 H -2.057 2.241 -0.259
10 H -3.725 1.849 -0.247
11 H -1.035 0.604 -2.664
12 H -0.602 -1.800 -2.923
13 H -1.308 -3.409 -1.164
14 H -2.675 -2.583 0.716
15 H -3.631 -0.332 0.606
16 C 2.669 -0.324 -1.044
17 C 2.328 0.117 0.363
18 C 1.324 1.097 0.530
19 C 1.083 1.535 1.812
20 C 1.691 0.963 2.932
21 C 2.667 -0.001 2.751
22 C 3.004 -0.398 1.454
23 H 3.741 -0.263 -1.242
24 H 2.280 0.418 -1.751
25 H 2.213 -1.269 -1.341
26 H 0.812 1.424 -0.359
27 H 0.301 2.272 2.007
28 H 1.485 1.342 3.927
29 H 3.288 -0.248 3.608
30 H 3.621 -1.259 1.241


Formula: C2H2FO3S
Source: the OMol25 dataset
Level of theory: wB97M-V/def2-TZVPD

Results
2S+1   1
Charge   -1
Energy relative to the best compared isomer or geometry (same formula, charge and spin)   13.1 kcal per mole

Positions of all 9 atoms, in Å:
1 C -0.403 -0.388 -1.436
2 C -0.831 0.862 -1.318
3 O 1.849 0.888 -3.152
4 O 0.809 -0.827 -1.468
5 O 1.864 -1.559 -3.824
6 F -1.414 -1.286 -1.728
7 S 2.113 -0.555 -2.736
8 H -1.848 1.185 -1.399
9 H 0.084 1.538 -1.249


Formula: C52H89Br21Cl6O14P
Source: the OMol25 dataset
Level of theory: wB97M-V/def2-TZVPD

Results
2S+1   2
Expectation value of S²   0.755
Electronic energy   -1639337.521 eV

Positions of all 183 atoms, in Å:
1 C 2.752 -1.759 -4.101
2 C 3.362 -1.725 -2.703
3 C 2.323 -1.591 -1.561
4 C 1.163 -0.620 -1.753
5 P 0.563 0.306 -0.260
6 C -1.030 1.197 -0.678
7 C -2.221 0.276 -1.000
8 C -3.350 0.940 -1.846
9 C -4.531 -0.089 -2.063
10 C 0.182 -1.040 0.955
11 C 1.408 -1.600 1.809
12 C 1.074 -2.768 2.675
13 C 2.321 -2.991 3.527
14 C 1.860 1.259 0.671
15 C 1.343 2.088 1.888
16 C 2.405 3.099 2.274
17 C 2.898 2.989 3.774
18 H 3.490 -1.981 -4.872
19 H 2.156 -0.856 -4.231
20 H 1.937 -2.474 -3.990
21 H 4.031 -0.875 -2.565
22 H 3.963 -2.608 -2.487
23 H 2.941 -1.208 -0.749
24 H 1.742 -2.430 -1.179
25 H 0.351 -1.014 -2.364
26 H 1.567 0.106 -2.459
27 H -0.709 1.828 -1.507
28 H -1.258 1.855 0.160
29 H -2.704 -0.247 -0.175
30 H -1.844 -0.516 -1.647
31 H -2.951 1.468 -2.712
32 H -3.802 1.722 -1.237
33 H -4.258 -0.823 -2.821
34 H -5.481 0.405 -2.269
35 H -4.812 -0.584 -1.133
36 H -0.129 -1.837 0.278
37 H -0.706 -0.575 1.383
38 H 1.752 -0.748 2.395
39 H 2.170 -1.878 1.081
40 H 0.770 -3.625 2.073
41 H 0.287 -2.624 3.415
42 H 3.201 -3.263 2.944
43 H 2.085 -3.789 4.231
44 H 2.591 -2.166 4.186
45 H 2.281 1.918 -0.088
46 H 2.821 0.816 0.932
47 H 1.074 1.390 2.681
48 H 0.433 2.613 1.600
49 H 2.002 4.102 2.135
50 H 3.189 3.267 1.535
51 H 3.573 2.139 3.876
52 H 2.030 2.925 4.430
53 H 3.426 3.899 4.057
54 O 0.373 5.938 -0.584
55 C 0.793 4.572 -0.850
56 C 1.355 4.169 -2.311
57 O 1.577 2.789 -2.548
58 H 0.133 3.810 -0.435
59 H 1.652 4.366 -0.211
60 H 2.277 4.708 -2.530
61 H 0.769 4.463 -3.182
62 O -1.294 -1.060 -7.958
63 C -1.202 -0.021 -7.304
64 O -1.805 1.170 -7.701
65 C -1.331 2.211 -6.810
66 C -1.119 1.476 -5.534
67 C -0.636 0.099 -5.885
68 H -2.060 3.010 -6.676
69 H -0.388 2.543 -7.244
70 H -2.062 1.436 -4.989
71 H -0.573 2.008 -4.755
72 H -0.995 -0.738 -5.286
73 H 0.451 0.029 -5.916
74 O 4.074 -5.469 4.633
75 C 5.140 -5.073 4.289
76 O 5.571 -5.200 3.013
77 C 6.990 -5.169 2.891
78 C 7.481 -4.503 4.134
79 C 6.322 -4.496 5.146
80 H 7.257 -4.479 2.090
81 H 7.458 -6.151 2.832
82 H 7.788 -3.466 3.995
83 H 8.360 -5.065 4.447
84 H 6.168 -3.482 5.516
85 H 6.630 -5.108 5.993
86 O -9.032 4.736 -3.245
87 C -8.240 4.210 -3.982
88 O -8.543 3.826 -5.297
89 C -7.314 3.268 -5.954
90 C -6.386 2.930 -4.749
91 C -6.751 3.968 -3.732
92 H -6.874 3.905 -6.722
93 H -7.600 2.427 -6.585
94 H -5.344 3.059 -5.041
95 H -6.453 1.858 -4.564
96 H -6.069 4.801 -3.900
97 H -6.547 3.708 -2.693
98 O 1.938 -3.188 6.833
99 C 0.850 -2.723 6.662
100 O -0.138 -3.297 5.941
101 C -1.364 -2.588 5.872
102 C -1.251 -1.800 7.163
103 C 0.221 -1.534 7.278
104 H -2.222 -3.256 5.953
105 H -1.433 -1.936 5.001
106 H -1.536 -2.246 8.116
107 H -1.848 -0.926 6.900
108 H 0.600 -1.287 8.269
109 H 0.441 -0.751 6.551
110 O -1.334 -2.912 -1.959
111 C -2.058 -3.583 -1.275
112 O -2.204 -3.491 0.124
113 C -3.097 -4.512 0.615
114 C -4.084 -4.657 -0.597
115 C -3.120 -4.590 -1.772
116 H -3.695 -4.198 1.470
117 H -2.507 -5.386 0.891
118 H -4.878 -3.911 -0.573
119 H -4.529 -5.626 -0.371
120 H -3.585 -4.316 -2.719
121 H -2.554 -5.503 -1.958
122 O -4.817 6.645 3.591
123 C -4.110 5.916 2.900
124 O -2.877 5.511 3.175
125 C -2.339 4.693 2.143
126 C -3.332 4.693 1.041
127 C -4.526 5.375 1.607
128 H -2.018 3.681 2.389
129 H -1.467 5.258 1.813
130 H -3.487 3.663 0.718
131 H -2.920 5.326 0.255
132 H -5.308 4.660 1.868
133 H -5.044 5.955 0.844
134 C -2.384 4.789 -3.429
135 Cl -3.870 4.154 -2.652
136 Cl -2.698 4.902 -5.200
137 H -2.251 5.779 -2.993
138 H -1.529 4.121 -3.333
139 C 4.379 -4.654 -0.201
140 Cl 2.744 -4.367 0.438
141 Cl 5.376 -3.163 -0.046
142 H 5.005 -5.467 0.165
143 H 4.221 -5.043 -1.207
144 C 4.960 2.390 -2.248
145 Cl 6.481 1.820 -2.964
146 Cl 5.346 3.517 -0.791
147 H 4.466 2.971 -3.027
148 H 4.335 1.541 -1.970
149 C 5.581 -3.729 -5.284
150 Br 6.665 -4.901 -6.452
151 Br 6.627 -2.751 -4.088
152 Br 4.236 -4.912 -4.456
153 H 4.976 -2.994 -5.815
154 C -1.342 -4.140 -6.104
155 Br 0.636 -4.082 -5.840
156 Br -2.455 -2.864 -5.162
157 Br -1.819 -6.070 -5.904
158 H -1.447 -3.901 -7.162
159 C 1.146 -7.087 2.636
160 Br -0.038 -6.912 0.978
161 Br 2.331 -8.656 2.386
162 Br 0.168 -7.214 4.363
163 H 1.821 -6.232 2.607
164 C 5.608 0.889 2.196
165 Br 4.941 -0.306 3.591
166 Br 5.281 0.131 0.416
167 Br 7.541 1.289 2.384
168 H 4.977 1.776 2.246
169 C -2.674 1.286 4.477
170 Br -3.629 2.938 5.128
171 Br -0.705 1.419 4.495
172 Br -3.065 0.714 2.552
173 H -2.966 0.430 5.086
174 C -6.527 1.960 2.181
175 Br -5.871 2.090 0.358
176 Br -6.620 0.045 2.611
177 Br -8.218 3.005 2.621
178 H -5.824 2.410 2.882
179 C 2.412 7.053 4.873
180 Br 1.712 7.015 2.977
181 Br 0.994 7.330 6.250
182 Br 4.044 8.130 5.226
183 H 2.829 6.078 5.126


Formula: C2H12NO3S
Source: the OMol25 dataset
Level of theory: wB97M-V/def2-TZVPD

Results
2S+1   1
Charge   -1
Energy relative to the best compared isomer or geometry (same formula, charge and spin)   42.0 kcal per mole

Positions of all 19 atoms, in Å:
1 C 0.530 -0.899 1.125
2 C 0.015 0.337 1.954
3 S -1.420 1.104 0.958
4 N 1.684 -0.574 0.300
5 H -0.262 -1.383 0.626
6 H 0.833 -1.738 1.764
7 H 0.784 1.136 2.062
8 H -0.371 -0.108 2.884
9 H 2.075 0.237 0.541
10 H 1.432 -0.645 -0.633
11 H -0.034 1.909 -1.260
12 H -0.891 2.861 -2.077
13 O -0.227 2.210 -2.206
14 H -4.584 1.091 -2.122
15 H -5.827 0.662 -3.031
16 O -5.163 1.327 -2.931
17 H 3.495 -2.003 0.151
18 H 3.649 -3.108 1.147
19 O 4.284 -2.416 0.747